41
Properties=species:S:1:pos:R:3 method="wB97M-V/def2-TZVPD" de_lowest_kj_mol=1.2 orbital_gap_ev="5.3 / 5.2" largest_force_ha_per_bohr=0.014 total_charge=+3 multiplicity=2 e_lumo_ha="-0.466 / -0.466" homo_ev="-18.01 / -17.92"
H 1.814 0.416 -5.962
H 1.221 -0.167 3.820
H -1.563 -2.237 -0.667
C 2.359 3.039 -1.810
H 0.493 -1.594 -5.330
C -1.945 -0.764 2.329
H 1.716 -3.447 1.097
C 2.029 -0.960 1.999
H -1.751 -1.477 3.129
C -0.368 -2.928 0.857
S -0.429 0.252 2.133
H 2.410 -1.307 0.035
C -2.364 -1.418 1.016
O 1.162 1.485 -0.420
C 1.498 0.263 -4.938
C 2.560 2.425 -4.145
C 0.878 -0.740 2.960
C 1.376 0.933 -2.648
C 1.818 1.193 -3.944
H 1.253 -3.073 -0.561
H 3.362 4.217 -3.287
H 2.591 -0.035 1.866
Cl 3.123 2.799 -5.677
C 2.810 3.306 -3.096
C 1.639 1.838 -1.574
H -2.732 -0.098 2.681
H -0.228 -1.903 -2.998
N -1.179 -1.847 0.194
N 0.651 -0.163 -2.298
C 0.763 -0.855 -4.589
H -0.514 -2.849 1.929
H 0.444 -1.663 3.334
N 1.576 -1.368 0.619
Cl 2.647 4.099 -0.540
Re 0.093 -0.118 -0.170
H -3.009 -2.276 1.218
H 2.713 -1.716 2.389
C 0.355 -1.033 -3.272
H -2.937 -0.719 0.404
H -0.737 -3.910 0.559
C 1.097 -2.792 0.482